(1)
This record from the OMol25 dataset describes a cluster of 2 separate species, BrH2P in total at a distorted geometry. The level of theory is ωB97M-V/def2-TZVPD.

XYZ file:
```
4
Properties=species:S:1:pos:R:3:forces:R:3
Br 0.07015 -1.10244 -0.99065 -3.303 0.624 -0.643
P -0.91526 1.61424 0.30831 0.014 0.063 0.259
H -0.48893 0.90228 1.47199 -0.070 0.120 -0.160
H 1.33404 -1.41409 -0.78965 3.359 -0.807 0.544
```
Forces are in eV/Å.

Net charge: 0
Frontier orbital gap (alpha / beta): 7.21 / 7.20 eV

Listed below, in e, are the natural (NBO) charges computed for each atom: atom 1 (Br): -0.137, atom 2 (P): 0.062, atom 3 (H): -0.104, atom 4 (H): 0.178

(2)
This record from the OMol25 dataset describes an isolated molecule of C18H20N2S at a distorted geometry. The level of theory is ωB97M-V/def2-TZVPD.

XYZ file:
```
41
Properties=species:S:1:pos:R:3:forces:R:3
S 2.17601 3.50870 -3.40934 -1.598 -2.239 4.590
N 0.89033 3.88137 -2.25007 1.367 -3.583 2.235
N 2.93754 2.07932 -2.71198 -5.011 1.597 4.293
C 3.01874 -2.04043 -0.33130 -0.068 -0.710 0.172
C 1.27969 0.54527 0.97007 1.023 1.965 -3.371
C -4.14290 1.04036 -0.04743 1.753 -3.259 -1.379
C -2.67077 -1.63631 -1.20321 -2.197 3.079 0.895
C 2.31120 0.63554 -0.32711 -2.532 1.033 1.820
C -2.16002 -0.92647 0.22258 -2.943 1.375 -1.891
C -2.87791 0.41376 0.83576 -1.713 -1.434 -3.869
C 2.11419 1.85599 -1.45093 -0.468 -0.436 0.833
C -4.67414 0.35691 -1.46200 2.990 -1.690 2.287
C -2.50379 1.17344 2.23881 -0.151 0.174 -0.104
C 3.49821 -0.48190 -0.49978 -0.048 0.547 -0.743
C 0.86042 2.88842 -1.10556 1.998 0.367 -2.951
C -0.90256 1.26769 2.57660 0.689 -0.961 -0.357
C 3.21503 -2.57606 1.23506 0.393 -0.071 -0.424
C 0.02854 1.57345 1.25198 1.895 1.600 -3.497
C -3.96237 -1.02211 -2.07008 1.643 2.176 4.040
C 1.47654 -2.34808 -0.80313 -0.845 0.855 0.793
C -0.18726 2.81013 0.19212 2.465 -3.587 1.021
H -2.12918 -2.60670 -1.63817 -1.248 2.439 1.258
H 4.19673 -3.24724 1.22973 -2.233 1.348 0.370
H 2.26438 -3.19990 1.59443 2.239 1.274 -0.802
H -3.03777 0.59675 3.11978 1.114 1.190 -1.748
H -1.04051 3.59850 0.34802 1.966 -1.739 -0.553
H 1.28670 -3.44135 -1.18500 0.692 2.153 0.632
H -0.58466 0.19140 2.98376 -0.479 2.334 -1.031
H -0.64398 2.01205 3.46735 -0.786 -1.393 -2.106
H 1.04819 -1.54410 -1.57332 1.081 -1.888 1.534
H 3.38587 -1.67512 1.98372 -0.365 -1.870 -1.583
H -1.27136 -1.44077 0.78643 -1.908 1.193 -1.232
H -2.93385 2.27963 2.23194 0.721 -2.445 -0.245
H 4.40423 -0.22472 0.22975 -2.061 -0.616 -1.440
H 0.80386 -2.22900 0.17475 1.308 -0.210 -2.175
H -5.59505 0.85854 -1.99392 2.113 -1.187 1.122
H 1.49048 -0.34078 1.72525 -0.578 2.079 -1.740
H 3.72684 -2.68885 -1.02572 -1.375 1.428 1.507
H -4.68002 2.00177 0.36714 1.174 -2.144 -1.002
H 3.93263 -0.37373 -1.59852 -1.037 -0.006 2.291
H -4.34823 -1.52540 -3.07849 1.021 1.262 2.550
```
Forces are in eV/Å.

Net charge: 0
Frontier orbital gap: 6.76 eV
SMILES string: CC(C)Cc1cc(CCc2ccccc2)cc2nsnc12

Atomic partial charges in e from the natural (NBO) method, atoms 1 to 8: atom 1 (S): 0.784, atom 2 (N): -0.571, atom 3 (N): -0.574, atom 4 (C): -0.214, atom 5 (C): -0.255, atom 6 (C): -0.233, atom 7 (C): -0.223, atom 8 (C): 0.037

(3)
This record from the OMol25 dataset describes a structure of composition C40H39CoNO2P2 at a distorted geometry. The level of theory is ωB97M-V/def2-TZVPD.

XYZ file:
```
85
Properties=species:S:1:pos:R:3:forces:R:3
Co -0.51690 1.60639 -1.31783 1.022 1.149 0.344
P -1.56916 -0.94144 -2.23480 -0.161 -0.709 -0.202
P -0.70038 -0.07399 0.45785 -0.626 -1.043 -0.059
O 3.53266 2.19578 -1.18103 -0.101 -0.080 0.055
O 1.31524 2.06002 -1.13220 0.491 0.182 0.296
N -1.21647 -1.35042 -0.56700 -0.215 0.295 0.220
C 0.06474 -0.43052 -2.91489 -0.172 0.046 0.121
C -0.22280 -1.16429 3.06637 0.048 0.024 -0.006
C 0.39602 -2.04982 3.94106 0.058 -0.001 0.086
C 2.72926 1.16208 3.65907 -0.029 0.012 0.146
C -2.88495 2.06699 3.12884 -0.014 0.042 0.030
C 2.80578 0.85569 5.13726 0.006 0.051 -0.145
C 1.89385 2.54257 1.83691 -0.048 -0.083 0.035
C 1.13742 0.47586 -4.88047 0.050 0.029 0.019
C -1.99968 -2.47894 -0.02263 0.177 -0.017 -0.083
C 2.54500 1.71357 0.91476 -0.083 0.049 -0.046
C 2.38239 0.25580 -4.30208 -0.053 -0.008 -0.015
C 0.14186 -1.12589 1.72416 0.239 0.210 -0.090
C 1.14510 -1.99052 1.28114 -0.018 0.036 0.060
C -2.52690 2.22133 -1.53239 -0.616 0.136 -0.245
C -1.85293 1.47959 2.41407 -0.049 0.032 0.005
C -4.48373 0.82352 1.83222 -0.027 0.059 0.020
C -3.44803 0.22332 1.12568 -0.026 -0.019 -0.013
C -2.12829 0.54034 1.41794 0.148 0.046 0.017
C -0.55664 -3.56190 -2.76017 0.000 -0.045 -0.045
C -2.70955 -3.02623 -3.68481 0.013 0.024 0.008
C 1.31853 -0.64880 -2.35065 0.011 -0.040 0.013
C -1.59687 -2.65090 -2.93833 -0.035 0.090 0.022
C -1.74843 -5.19553 -4.06821 -0.022 0.039 0.011
C -2.25128 3.19869 -0.54367 0.308 -0.170 0.093
C -2.78545 -4.29457 -4.25470 0.012 0.004 0.016
C 1.10761 3.75503 1.40194 0.009 -0.149 0.031
C 3.39675 0.37839 2.72879 -0.036 -0.047 -0.031
C 2.47117 -0.30479 -3.03661 0.060 -0.005 -0.063
C -0.63452 -4.82794 -3.31727 0.040 -0.028 0.005
C 2.48895 2.01171 -0.57380 -0.166 0.059 -0.231
C 1.38364 -2.91064 3.48831 -0.041 0.031 -0.049
C -1.11551 3.79361 -2.43260 0.273 -0.123 0.099
C 1.75564 -2.88000 2.14951 0.033 -0.022 0.007
C 4.16027 -0.17597 0.40850 -0.051 0.079 0.025
C -4.20479 1.73909 2.83762 0.005 -0.048 -0.030
C -0.01350 0.14550 -4.18575 0.022 0.012 -0.073
C 3.33144 0.64630 1.36504 0.033 0.018 -0.070
C 1.99734 2.24996 3.19581 -0.073 0.032 -0.011
C -1.36354 4.13751 -1.09500 0.030 0.141 0.098
C -1.80714 2.59920 -2.71557 -0.631 0.107 -0.296
H -3.65408 -4.57651 -4.83957 0.059 0.027 0.043
H -0.98691 0.31778 -4.63609 0.061 0.010 0.035
H -1.94414 2.17685 -3.69799 0.066 -0.122 0.053
H -2.66573 2.79333 3.90430 0.009 -0.059 -0.061
H 1.06487 0.92709 -5.86238 0.005 -0.035 0.020
H 3.99337 -0.46228 3.07214 -0.012 0.034 -0.018
H -5.51316 0.58363 1.59102 0.067 -0.015 0.014
H -3.31368 1.48831 -1.48050 0.047 -0.135 -0.018
H 1.85554 -3.60731 4.17027 -0.001 0.029 -0.015
H -0.92735 4.97756 -0.57018 -0.016 -0.100 -0.051
H 0.31823 -3.27757 -2.18395 -0.031 0.006 -0.024
H -3.52037 -2.31668 -3.82046 0.038 -0.055 -0.002
H 1.38930 -1.05818 -1.35322 0.012 0.000 -0.050
H -2.15781 -2.34861 1.04456 0.009 0.043 0.075
H 4.45925 -1.12195 0.86190 -0.045 -0.001 0.024
H -1.80377 -6.18543 -4.50680 0.010 0.058 0.025
H 1.50107 2.90235 3.91423 0.074 -0.053 -0.080
H -1.47837 -3.42466 -0.17960 0.000 0.032 -0.003
H 5.05910 0.38203 0.13577 -0.045 -0.059 -0.021
H -2.97922 -2.55666 -0.50509 0.032 0.036 0.023
H 1.93421 0.28104 5.46469 0.035 0.015 -0.030
H -2.64406 3.20365 0.46422 0.039 -0.018 -0.084
H -1.00179 -0.51613 3.43994 0.006 -0.030 0.030
H -5.01503 2.19999 3.38950 0.037 -0.001 -0.025
H 2.52417 -3.55241 1.78223 -0.055 0.075 0.017
H 3.28400 0.53627 -4.83281 -0.039 0.006 0.038
H -0.46012 4.32178 -3.11077 0.007 -0.083 0.052
H 0.17708 -5.53344 -3.17498 -0.053 0.053 -0.002
H 1.10591 4.51026 2.18880 0.010 -0.012 0.010
H 3.69827 0.27150 5.37046 -0.064 0.028 -0.008
H 1.51605 4.19537 0.49335 -0.027 0.000 -0.001
H 3.44048 -0.44640 -2.57524 -0.059 0.022 -0.080
H 1.44392 -1.98116 0.24281 0.009 -0.063 0.028
H 2.83590 1.77725 5.72313 -0.005 -0.070 -0.017
H -0.82186 1.75686 2.61906 -0.038 -0.001 0.031
H 0.10044 -2.06502 4.98557 -0.002 -0.004 -0.107
H -3.67696 -0.48129 0.33557 0.005 0.032 -0.002
H 3.63089 -0.37176 -0.52553 0.033 -0.034 0.144
H 0.06918 3.48584 1.19122 0.022 0.047 -0.044
```
Forces are in eV/Å.

Net charge: 0
Frontier orbital gap (alpha / beta): 7.86 / 8.14 eV
⟨S²⟩: 3.77
2S+1: 4

Atomic partial charges in e from the Löwdin method, atoms 1 to 8: atom 1 (Co): 0.556, atom 2 (P): 1.025, atom 3 (P): 1.043, atom 4 (O): 0.068, atom 5 (O): -0.128, atom 6 (N): -0.504, atom 7 (C): -0.411, atom 8 (C): -0.075

In order of appearance, energy above the lowest of the compared OMol25 structures with the same formula, charge and spin = 304.6, 1942.0, 33.3 kJ/mol.
In order of appearance, molar mass = 112.89, 296.44, 686.64 g mol⁻¹.